No. 1
Density functional theory data (the ωB97M-V functional and the def2-TZVPD basis) for a cluster of 2 separate species, CH4N2O2S in total at a distorted geometry.

Output
SMILES string = N=C=S.ONO
F_max = 3.80 eV Å⁻¹
Relative energy (zero: lowest compared OMol25 entry of this formula, charge and spin) = 82.4 kcal per mole
Electronic energy = -19008.350 eV
Gap between HOMO and LUMO = 9.99 eV

```
! wB97M-V def2-TZVPD RIJCOSX def2/J DEFGRID3
* xyz 0 1
S 1.09727 0.49353 -2.20170
O -1.91884 -1.47905 0.13307
O -0.64875 0.38728 0.48461
N -0.68725 -1.01858 0.51684
N 2.22301 1.47200 0.10562
C 1.75075 1.03682 -0.88110
H -0.09423 -1.39276 -0.22146
H -1.48017 0.66669 0.18870
H -2.49164 -1.61612 0.83128
H 2.24985 1.45020 1.04414
*
```

No. 2
Density functional theory data (the ωB97M-V functional and the def2-TZVPD basis) for a cluster of 2 separate species, CHBr2Cl2P in total at a distorted geometry.

Output
F_max = 3.92 eV Å⁻¹
Relative energy (zero: lowest compared OMol25 entry of this formula, charge and spin) = 58.9 kcal per mole
Electronic energy = -175470.247 eV
Gap between HOMO and LUMO (spin up / spin down) = 5.85 / 5.89 eV

```
! wB97M-V def2-TZVPD RIJCOSX def2/J DEFGRID3
* xyz 0 1
Br -0.95747 2.07102 1.76751
Br -2.02726 -1.27857 -0.12648
Cl 1.31850 -1.99524 -0.77209
Cl 1.96590 1.09582 -0.26374
P 0.95600 -0.52116 0.46594
C -0.55384 -0.19234 -0.32145
H -0.70183 0.82047 -0.74969
*
```

No. 3
Density functional theory data (the ωB97M-V functional and the def2-TZVPD basis) for a cluster of 3 separate species, C17H37F5O11P2S in total at a distorted geometry.

Output
F_max = 5.42 eV Å⁻¹
Relative energy (zero: lowest compared OMol25 entry of this formula, charge and spin) = 0.0 kcal per mole
Electronic energy = -83755.174 eV
Gap between HOMO and LUMO = 10.92 eV

```
! wB97M-V def2-TZVPD RIJCOSX def2/J DEFGRID3
* xyz 0 1
S -0.68443 6.33856 -4.56272
P -1.79737 -6.25040 1.26428
P 1.34492 1.60782 0.87623
F 2.68299 4.42845 -2.85297
F 1.34214 8.17550 -2.09681
F -0.42649 8.64533 -3.22144
F 1.28684 8.63805 -5.55577
F 2.93825 8.60553 -4.09758
O -0.39111 -6.10542 0.85903
O -2.95812 -7.32006 1.47539
O -0.00171 5.14225 -5.37009
O -1.81976 -5.74392 2.81031
O -1.61058 5.80321 -3.60468
O -2.67834 -5.09663 0.58642
O 0.79653 2.43487 -0.20858
O 0.38507 0.35460 1.15141
O 1.01884 2.45986 2.22418
O 0.71324 6.74338 -3.63888
O 2.69911 0.99186 1.44048
C -0.81693 4.03926 2.27976
C 0.67892 3.84670 2.15848
C -0.61699 -5.63607 3.57356
C -3.79090 -6.07208 -1.36446
C 2.10325 3.69733 -3.88345
C -3.32255 -8.30854 3.67310
C -0.22602 3.80405 -4.86613
C 0.79584 8.05865 -3.31082
C -0.15031 -4.19889 3.63120
C 3.83785 1.86560 1.64692
C -2.80252 -5.04756 -0.84035
C 1.64221 8.89959 -4.28136
C 1.37510 -1.58709 0.03460
C 3.98354 2.20877 3.11591
C 0.61416 3.45658 -3.64149
C 0.20013 -0.63268 0.12908
C -2.70445 -8.48473 2.30053
H 0.10703 3.14634 -5.67276
H -3.42023 -7.08794 -1.21744
H -0.88804 -3.57940 4.14278
H -3.49593 -9.27977 4.13760
H 3.75264 2.76506 1.03369
H 3.70729 1.35921 3.73877
H -2.66844 -7.74171 4.33263
H 0.16208 -6.28469 3.17377
H 4.71311 1.31459 1.30633
H 1.15256 -2.40349 -0.65315
H 5.01059 2.50171 3.33608
H -0.70156 -1.18165 0.39763
H 1.46879 9.96074 -4.09128
H -1.08051 5.09225 2.17034
H -3.16788 -9.32815 1.79108
H 1.60844 -2.00295 1.01449
H 2.27044 -1.07373 -0.32163
H 0.01588 -0.14258 -0.83130
H -3.96492 -5.92348 -2.43059
H 1.05897 4.30103 1.24381
H -0.02576 -3.78660 2.62956
H 0.79980 -4.11906 4.16169
H -1.16595 3.69018 3.25265
H 2.29121 4.21028 -4.83054
H -3.14929 -4.04302 -1.07911
H -1.63329 -8.68577 2.36822
H -1.28013 3.57631 -4.71730
H 3.33853 3.03985 3.39445
H 0.48407 2.37966 -3.49993
H -0.84697 -5.99188 4.58112
H -4.73962 -5.99310 -0.83418
H -4.26443 -7.76636 3.60421
H -1.82075 -5.17817 -1.30359
H 2.65534 2.75479 -3.93759
H 0.24079 3.93826 -2.73953
H 1.18315 4.33556 2.99610
H -1.34739 3.46595 1.51960
*
```

No. 4
Density functional theory data (the ωB97M-V functional and the def2-TZVPD basis) for a cluster of 2 separate species, CH5Br3Si2 in total at a distorted geometry.

Output
F_max = 3.58 eV Å⁻¹
Electronic energy = -227000.206 eV
Gap between HOMO and LUMO (spin up / spin down) = 7.12 / 7.43 eV

```
! wB97M-V def2-TZVPD RIJCOSX def2/J DEFGRID3
* xyz 0 3
Br 4.64064 -1.96313 0.68707
Br 4.21480 1.44560 1.75988
Br 4.94808 0.60018 -1.76315
Si 0.76903 -0.22219 -0.89555
Si 3.79653 0.00288 0.02662
C -0.22692 -0.02253 0.66428
H -1.36780 0.03745 0.59326
H -0.13187 -0.77455 1.42067
H 1.22334 0.94710 -1.87981
H 0.11610 -1.45050 -1.69475
H -0.16800 0.88996 1.31114
*
```